Record 1
ORCA calculation (the ωB97M-V functional and the def2-TZVPD basis) on 2 unconnected molecules or ions with the total composition C7H12O.

The calculation puts the relative energy (zero: lowest compared OMol25 entry of this formula, charge and spin) at 281.1 kJ/mol. As for the LUMO energy: 0.832 eV. The HOMO energy is -0.323 Eh.

Last column: Mulliken charge in e.
Geometry (Å):
C  0.50  -0.75  -2.30  -0.53
H  -0.50  -2.39  2.02  0.26
H  -3.08  1.09  0.09  0.30
H  2.16  0.31  -1.44  0.39
H  1.80  -1.44  0.50  0.39
C  0.98  -0.94  0.05  -0.39
C  -1.12  0.27  0.15  0.10
H  -0.64  1.02  -0.63  -0.03
H  -2.89  -0.38  1.14  0.21
C  -0.50  -1.23  2.04  -1.23
C  -2.38  0.40  0.52  -0.90
C  -0.07  -0.57  0.76  0.91
H  -0.30  -1.51  -2.20  0.23
H  0.57  -0.59  -3.40  0.27
H  1.16  2.57  -0.75  0.35
H  -1.51  -1.03  2.41  0.34
C  1.36  -0.44  -1.33  -0.60
H  0.14  -0.84  2.84  0.30
H  2.59  3.18  -0.01  0.31
O  1.74  3.25  -0.44  -0.67



Record 2
ORCA calculation (the ωB97M-V functional and the def2-TZVPD basis) on 2 unconnected molecules or ions with the total composition C3H10N4O.

The calculation puts the relative energy (zero: lowest compared OMol25 entry of this formula, charge and spin) at 0.0 kJ/mol. As for the total charge: +2. As for the LUMO energy: -6.846 eV. The HOMO energy is -0.602 Eh.

Last column: Mulliken charge in e.
Geometry (Å):
N  4.44  -0.55  0.30  -0.35
O  -1.28  0.45  -0.53  -0.34
N  -3.29  1.20  0.39  -0.40
C  -3.01  -1.21  -0.29  -0.97
C  -2.35  0.09  -0.23  0.58
C  3.60  0.35  -0.49  -0.18
H  4.81  -1.32  -0.28  0.37
H  -2.91  2.12  0.11  0.37
H  -2.68  -1.73  -1.20  0.32
H  4.04  0.85  -1.34  0.38
N  1.36  0.85  0.16  -0.46
H  -3.28  1.15  1.41  0.36
H  3.90  -0.95  1.07  0.36
H  -4.09  -1.19  -0.27  0.38
H  -2.68  -1.82  0.55  0.30
H  -4.27  1.13  0.07  0.38
N  2.42  0.63  -0.12  0.50
H  5.26  -0.05  0.70  0.37



Record 3
ORCA calculation (the ωB97M-V functional and the def2-TZVPD basis) on 2 unconnected molecules or ions with the total composition C4H11N2S.

The calculation puts the relative energy (zero: lowest compared OMol25 entry of this formula, charge and spin) at 384.1 kJ/mol. As for the total charge: +1. As for the LUMO energy (alpha / beta): -3.077 / -7.832 eV. As for the spin multiplicity: 3. The HOMO energy (alpha / beta) is -0.365 / -0.492 Eh.

Last column: Mulliken charge in e.
Geometry (Å):
C  -1.69  -1.38  0.23  -0.63
H  -0.99  -1.77  -0.59  0.21
H  -1.38  -1.83  1.22  0.29
H  1.38  0.56  1.38  0.31
H  0.31  2.01  -1.87  0.12
C  2.14  0.45  -0.55  -0.47
N  1.15  0.92  0.38  -0.44
C  -0.80  0.76  -0.56  0.21
H  1.11  -1.07  -2.31  0.22
H  1.16  1.97  0.49  0.31
H  -1.38  1.85  -2.41  0.32
N  -1.44  0.08  0.27  -0.09
S  1.58  -1.29  -0.93  -0.18
H  -2.71  -1.62  0.00  0.32
C  -0.66  1.45  -1.64  -0.51
H  -1.69  0.52  1.22  0.33
H  2.17  1.06  -1.42  0.32
H  3.16  0.39  -0.10  0.37



Record 4
ORCA calculation (the ωB97M-V functional and the def2-TZVPD basis) on a single C4H9NOS molecule.

The calculation puts the relative energy (zero: lowest compared OMol25 entry of this formula, charge and spin) at 414.3 kJ/mol. As for the LUMO energy: 0.754 eV. The HOMO energy is -0.335 Eh.

Last column: Mulliken charge in e.
Geometry (Å):
C  0.37  2.07  -0.47  -0.92
C  -0.08  -0.44  0.03  1.03
C  -0.25  -1.72  -0.71  -1.37
H  0.52  -2.58  -0.53  0.30
H  0.04  2.50  -1.30  0.42
H  0.92  0.52  1.76  0.42
H  2.02  -0.47  0.78  0.29
H  -0.36  -1.54  -1.87  0.30
H  -1.19  -2.03  -0.51  0.42
S  -1.65  0.28  0.63  0.30
H  1.35  1.69  -0.45  0.34
O  -2.85  -0.33  -0.23  -0.60
C  0.92  -0.39  1.19  -1.60
H  0.07  2.64  0.34  0.30
H  0.61  -1.09  1.82  0.54
N  -0.45  0.88  -0.47  -0.19



Look up the relative energy (zero: lowest compared OMol25 entry of this formula, charge and spin) of the first one.
281.1 kJ/mol



Among the records above, which one has the lowest relative energy (zero: lowest compared OMol25 entry of this formula, charge and spin)?
C3H10N4O



The highest relative energy (zero: lowest compared OMol25 entry of this formula, charge and spin) belongs to which entry?
C4H9NOS



Which value of relative energy (zero: lowest compared OMol25 entry of this formula, charge and spin) does entry 1 give?
281.1 kJ/mol